(1)
Computed, not measured: a 2-piece molecular cluster, C4H11NO overall in a non-equilibrium geometry, with the ωB97M-V functional and the def2-TZVPD basis.

The geometry in ORCA input format:
```
! RIJCOSX wB97M-V def2-TZVPD def2/J DEFGRID3
* xyz 0 1
C 0.399 -0.452 1.005
C -0.968 -1.074 1.196
C -1.805 -0.478 0.038
N -1.111 0.743 -0.250
C 0.054 0.952 0.557
H 1.042 -0.474 1.891
H 0.888 -0.962 0.177
H -1.417 -0.810 2.146
H -0.876 -2.161 1.156
H -2.843 -0.366 0.369
H -1.791 -1.173 -0.812
H -1.523 1.419 -0.860
H -0.084 1.619 1.419
H 0.852 1.457 0.002
O 2.706 0.133 -1.985
H 2.380 1.033 -2.077
H 3.487 0.094 -2.545
*
```

As for the SMILES: C1CCNC1.O. The value obtained for the molar mass is 89.14 g mol⁻¹. Its HOMO-LUMO gap is 8.76 eV.

***

(2)
Computed, not measured: C35H28ClN4NiPSSe as an isolated structure, with the ωB97M-V functional and the def2-TZVPD basis.

The geometry in ORCA input format:
```
! RIJCOSX wB97M-V def2-TZVPD def2/J DEFGRID3
* xyz 0 3
Ni 1.369 -0.448 0.575
Cl 0.740 -1.757 2.870
C -0.868 -1.218 3.274
C -1.274 -1.380 4.589
C -2.548 -0.974 4.949
C -3.398 -0.415 4.003
C -2.967 -0.256 2.698
C -1.688 -0.656 2.304
P -1.108 -0.426 0.596
C -2.008 1.037 0.003
C -1.467 2.297 0.242
C -2.118 3.435 -0.210
C -3.313 3.327 -0.905
C -3.867 2.075 -1.136
C -3.220 0.935 -0.684
C -1.869 -1.805 -0.304
C -2.282 -2.966 0.341
C -2.719 -4.058 -0.397
C -2.754 -3.997 -1.781
C -2.345 -2.838 -2.431
C -1.898 -1.753 -1.698
H -0.596 -1.807 5.314
H -2.875 -1.089 5.974
H -4.392 -0.094 4.285
H -3.622 0.202 1.967
H -0.552 2.373 0.817
H -1.681 4.407 -0.015
H -3.815 4.216 -1.264
H -4.806 1.985 -1.668
H -3.659 -0.037 -0.872
H -2.263 -3.024 1.423
H -3.037 -4.957 0.117
H -3.098 -4.848 -2.355
H -2.371 -2.783 -3.512
H -1.572 -0.857 -2.215
N 1.286 -1.291 -2.705
C 1.516 0.054 -2.486
C 1.740 0.832 -3.633
C 1.915 2.189 -3.509
C 1.864 2.758 -2.242
C 1.658 1.923 -1.171
N 1.493 0.593 -1.269
C 1.303 -2.409 -1.888
C 1.328 -3.642 -2.561
C 1.397 -4.803 -1.841
C 1.439 -4.714 -0.450
C 1.383 -3.471 0.121
N 1.287 -2.315 -0.566
H 1.425 -1.541 -3.669
H 1.782 0.349 -4.601
H 2.097 2.796 -4.386
H 1.993 3.818 -2.075
H 1.631 2.314 -0.168
H 1.324 -3.653 -3.643
H 1.437 -5.760 -2.344
H 1.523 -5.588 0.179
H 1.423 -3.374 1.194
S 1.335 1.260 2.317
C 2.172 2.773 1.968
C 3.499 2.810 1.528
C 4.111 4.017 1.232
C 3.424 5.218 1.381
C 2.117 5.194 1.843
C 1.498 3.985 2.133
H 4.040 1.880 1.402
H 5.138 4.017 0.887
H 3.907 6.159 1.149
H 1.572 6.120 1.983
H 0.479 3.977 2.502
Se 3.807 -0.942 0.999
C 4.205 -1.521 -0.707
N 4.396 -1.864 -1.796
*
```

The value obtained for the molar mass is 740.78 g mol⁻¹. Its HOMO-LUMO gap (spin up / spin down) is 7.13 / 7.22 eV.

***

Values of energy relative to the best compared isomer or geometry (same formula, charge and spin), in order: 102.6 0.0, all in kJ/mol.